Record 1
C4H7N3O | ωB97M-V/def2-TZVPD

Structure (XYZ):
```
15
Properties=species:S:1:pos:R:3:forces:R:3:mulliken_charge:R:1
C -0.2781 1.4456 -0.0455 -0.82 4.97 -2.31 -0.50
C -1.4994 0.8371 -0.8190 1.35 -0.62 -2.08 -0.28
C -1.7595 -0.5394 -0.0051 2.59 -2.25 -2.36 -0.14
C 1.3046 -0.7251 0.6856 3.45 0.72 -1.11 0.01
H -0.1558 2.5582 -0.6199 -1.10 -2.12 2.58 0.22
H -0.4820 1.4561 1.0658 0.75 0.05 -1.17 0.39
H -2.5037 1.5017 -1.1982 3.04 -1.70 1.92 0.31
H -0.8440 0.7300 -2.0229 -2.38 -0.67 3.53 0.24
H -2.5450 -1.2744 -0.1915 -0.95 1.25 -0.82 0.35
H 2.2203 -0.5827 1.2265 0.37 -0.25 0.81 0.37
H 2.5686 -0.2059 -0.8539 -3.69 0.54 0.60 0.34
N -0.8615 -1.4148 0.4287 -0.86 1.22 2.22 -0.34
N 0.3476 -1.2265 1.2703 -3.59 0.46 -1.65 -0.31
N 1.4443 -0.2071 -0.6539 1.66 -0.47 0.02 -0.43
O 1.0779 1.2057 -0.4522 0.19 -1.14 -0.18 -0.22
```
Positions in Å, forces in eV/Å.

Calculated values
strongest force on any atom	5.54	eV Å⁻¹
relative energy (zero: lowest compared OMol25 entry of this formula, charge and spin)	204.77	kcal per mole
M	113.12	g/mol
DFT total energy	-10770.8674	eV
HOMO-LUMO gap	9.334	eV

***

Record 2
C5H13NO | ωB97M-V/def2-TZVPD

Structure (XYZ):
```
20
Properties=species:S:1:pos:R:3:forces:R:3:mulliken_charge:R:1
C 0.3928 -1.1867 2.0267 0.21 -1.51 -0.61 -1.04
C 0.8861 -0.4692 0.9827 -1.06 1.50 1.18 0.44
N 2.2380 -0.3167 0.7215 0.86 -2.19 -0.85 -0.49
C -0.0315 0.5176 0.2871 1.24 1.77 1.92 -0.73
C 0.2430 0.8867 -1.1542 -0.70 -0.93 -0.97 -0.25
C -0.1216 2.3085 -1.5751 1.16 -0.17 -0.37 -1.24
H -0.4309 -0.9097 2.6664 -0.97 0.04 -1.01 0.31
H 0.6883 -2.2264 2.1718 1.10 0.49 0.79 0.29
H 2.6834 0.5785 0.7975 -0.58 0.52 -0.27 0.22
H 2.7837 -0.9715 1.2667 -0.01 0.07 0.01 0.29
H -1.0465 0.3040 0.5992 -0.25 -0.10 -0.57 0.29
H 0.2282 1.4334 0.8617 -0.33 0.18 -0.19 0.25
H 1.2849 0.6772 -1.3828 0.19 0.18 0.08 0.35
H -0.3038 0.2210 -1.8310 -0.05 -0.21 0.23 0.27
H 0.6966 2.9749 -1.2855 -0.46 0.31 0.52 0.32
H -0.0641 2.3671 -2.6646 -0.40 -0.08 -0.03 0.37
H -1.1007 2.6328 -1.2402 0.01 0.14 0.14 0.33
O -2.9610 -1.6454 -0.9729 0.11 -0.21 0.58 -0.64
H -2.9826 -2.6079 -0.8962 -0.03 0.11 -0.23 0.32
H -2.7197 -1.3829 -0.0709 -0.03 0.11 -0.34 0.33
```
Positions in Å, forces in eV/Å.

Calculated values
strongest force on any atom	2.89	eV Å⁻¹
relative energy (zero: lowest compared OMol25 entry of this formula, charge and spin)	57.72	kcal per mole
M	103.16	g/mol
DFT total energy	-8931.5077	eV
HOMO-LUMO gap	8.472	eV

***

Record 3
C42H33LiN6O4 | ωB97M-V/def2-TZVPD

Structure (XYZ):
```
86
Properties=species:S:1:pos:R:3:forces:R:3:mulliken_charge:R:1
Li -0.9218 -0.6509 1.8247 0.09 -0.42 -0.34 0.72
C 4.3599 -1.5784 0.3428 0.15 0.04 -0.01 -0.48
C 3.3959 -1.5964 -0.6540 0.21 -0.01 -0.14 -0.49
C 2.0801 -1.9008 -0.3693 -0.17 -0.10 0.12 -0.05
C 1.6891 -2.2316 0.9372 0.83 -0.03 -0.07 -0.31
C 2.6747 -2.1983 1.9373 -0.25 -0.04 -0.03 0.33
C 3.9802 -1.8650 1.6445 0.17 -0.01 0.04 -0.83
N 0.3828 -2.4888 1.2327 -1.12 0.61 0.14 -0.24
C -0.0675 -3.6058 1.7211 0.11 0.15 -0.19 0.58
C 0.7129 -4.8159 1.7883 0.30 -0.33 0.05 -0.89
C 0.2002 -5.9808 2.2647 0.27 0.16 -0.13 -0.50
C -1.1310 -6.0599 2.7212 -0.42 -0.22 0.10 -0.81
C -1.9306 -4.9584 2.6264 -0.08 0.01 -0.04 -0.58
C -1.4487 -3.7217 2.1371 0.35 -1.33 0.04 -0.09
N -2.2059 -2.6199 2.1078 -1.45 1.82 0.47 1.15
N -3.4694 -2.7415 2.2536 1.50 -2.30 -0.65 -1.06
C -4.2713 -1.7020 2.5449 -0.99 1.42 0.57 0.44
C -5.4693 -1.5342 1.8139 0.46 -0.10 0.05 -0.32
C -6.2698 -0.4594 2.1078 -0.12 0.26 0.18 -0.14
C -5.9249 0.3753 3.1690 -0.11 -0.01 -0.08 -0.62
C -4.8057 0.0405 3.9183 -0.43 0.44 0.12 -0.32
N -4.0078 -0.9617 3.6328 0.49 -0.63 -0.28 -0.47
H 5.3877 -1.3286 0.1129 0.02 0.07 -0.05 0.38
H 3.6901 -1.3710 -1.6713 -0.03 0.08 -0.08 0.36
H 1.3290 -1.8765 -1.1480 -0.09 -0.02 0.02 0.27
H 2.3747 -2.4045 2.9553 -0.04 -0.01 0.08 0.45
H 4.7111 -1.8210 2.4435 0.03 -0.01 0.03 0.31
H 1.7309 -4.7715 1.4198 -0.01 -0.01 0.05 0.36
H 0.8142 -6.8748 2.2910 0.10 0.01 -0.01 0.36
H -1.5052 -6.9893 3.1322 -0.06 0.00 0.01 0.34
H -2.9631 -4.9925 2.9489 0.01 0.03 0.04 0.41
H -5.7039 -2.2141 1.0081 0.06 -0.04 -0.07 0.33
H -7.1583 -0.2562 1.5179 0.04 -0.03 0.01 0.36
H -6.5186 1.2451 3.4110 -0.03 0.04 0.07 0.40
H -4.5273 0.6178 4.7944 -0.01 0.10 -0.01 0.43
O -1.6203 1.8936 4.6474 -0.20 0.41 0.31 -0.84
C -1.5159 1.1557 3.6585 -0.22 0.48 0.05 0.19
O -0.8477 0.1216 3.5261 0.39 -0.62 -0.18 -0.71
C -2.3190 1.5991 2.4182 0.00 0.09 0.25 0.40
C -2.5796 2.9732 2.1971 -0.15 0.27 -0.06 -0.79
C -3.2957 3.3580 1.1021 0.19 -0.02 0.18 -1.34
C -3.7475 2.3690 0.2006 0.05 -0.49 0.18 1.19
C -4.4713 2.6468 -0.9754 -0.08 0.02 -0.17 -0.69
C -4.7953 1.6410 -1.8440 -0.11 0.29 -0.08 -0.79
C -4.4060 0.3187 -1.5788 0.08 -0.30 0.08 -0.87
C -3.7311 0.0116 -0.4308 -0.08 0.03 -0.22 -0.38
C -3.4005 1.0210 0.4941 -0.46 0.69 -0.54 0.24
N -2.7242 0.6746 1.5972 0.43 -0.29 0.33 1.15
H -2.1949 3.6756 2.9210 0.00 0.04 0.04 0.55
H -3.4937 4.4034 0.8837 -0.01 -0.01 0.07 0.35
H -4.7458 3.6714 -1.1961 0.00 0.07 0.00 0.39
H -5.3438 1.8581 -2.7520 0.00 0.06 -0.04 0.36
H -4.6387 -0.4528 -2.3021 0.01 -0.07 0.02 0.41
H -3.4016 -0.9871 -0.1980 0.05 -0.19 -0.03 0.41
C 5.8381 0.2217 -4.5585 -0.06 0.04 0.09 -1.69
C 5.5212 0.9255 -3.2659 0.35 0.09 0.04 1.24
C 6.5820 1.2627 -2.4335 0.15 -0.10 -0.04 -0.90
C 6.3557 1.8286 -1.1906 0.05 -0.01 0.00 -0.84
C 5.0684 2.1164 -0.8055 -0.06 -0.06 0.03 -0.78
C 3.9799 1.8348 -1.6430 0.50 0.03 -0.28 -0.41
N 2.7384 2.1358 -1.1512 -0.17 -0.28 0.71 0.07
C 1.5778 2.4449 -1.8156 -0.34 0.36 -0.24 -0.51
C 1.5570 3.2617 -2.9522 0.07 0.01 0.12 -0.55
C 0.3513 3.6157 -3.5292 0.00 0.04 -0.12 -0.52
C -0.8408 3.1587 -2.9927 -0.26 0.01 -0.09 -0.93
C -0.8264 2.3590 -1.8578 0.06 0.01 -0.10 0.25
C 0.3633 2.0031 -1.2531 0.18 -0.12 0.12 -0.02
C 0.3691 1.1312 0.0099 0.33 0.45 -0.54 0.91
O 1.3203 1.3129 0.8007 0.27 0.03 0.44 -1.05
O -0.5570 0.3241 0.1280 -0.55 -0.47 0.00 -0.67
C 4.2097 1.1895 -2.8781 -0.19 0.11 0.13 1.47
C 3.0450 0.6902 -3.6835 0.14 -0.01 0.00 -1.91
H 6.9179 0.1316 -4.6715 0.01 -0.01 -0.07 0.40
H 5.4417 0.7640 -5.4173 -0.05 -0.05 -0.09 0.32
H 5.4139 -0.7827 -4.5605 -0.02 -0.07 -0.12 0.35
H 7.5937 1.0351 -2.7419 0.08 -0.02 -0.07 0.28
H 7.1893 2.0377 -0.5295 -0.04 0.02 0.01 0.37
H 4.8606 2.5349 0.1664 -0.05 0.14 0.11 0.53
H 2.4817 1.8215 -0.1786 0.20 0.09 -0.15 0.52
H 2.4901 3.6397 -3.3562 0.02 -0.04 0.04 0.55
H 0.3442 4.2645 -4.3995 0.00 -0.04 -0.01 0.35
H -1.7830 3.4061 -3.4641 -0.07 0.08 0.01 0.43
H -1.7479 1.9942 -1.4295 -0.05 -0.09 0.00 0.49
H 2.6031 1.4710 -4.3036 -0.05 -0.05 -0.07 0.41
H 2.2699 0.3450 -3.0041 -0.17 -0.06 -0.02 0.31
H 3.3312 -0.1385 -4.3253 0.05 -0.08 -0.05 0.54
```
Positions in Å, forces in eV/Å.

Calculated values
strongest force on any atom	2.82	eV Å⁻¹
relative energy (zero: lowest compared OMol25 entry of this formula, charge and spin)	15.16	kcal per mole
total charge	-2
M	692.71	g/mol
DFT total energy	-61430.0345	eV
HOMO-LUMO gap	5.817	eV

***

Record 4
C4H5NO | ωB97M-V/def2-TZVPD

Structure (XYZ):
```
11
Properties=species:S:1:pos:R:3:forces:R:3:mulliken_charge:R:1
C 0.7549 0.7261 0.8540 2.82 1.30 2.20 -0.92
C 0.0380 0.9114 -0.4197 -1.01 -2.14 -1.26 0.49
O -0.0791 1.8413 -1.1792 0.42 -0.36 1.14 -0.52
C -0.6468 -0.4620 -0.8472 -1.62 0.62 -1.36 -0.25
C -0.4960 -1.6063 0.0486 -0.35 -1.67 1.93 0.19
N -0.4409 -2.4827 0.8241 0.00 1.95 -1.90 -0.40
H 1.7057 1.6089 0.7721 -2.91 -2.65 1.00 0.29
H -0.0169 0.8380 1.7930 2.10 0.06 -2.29 0.27
H 1.2066 -0.3945 0.9645 -0.97 3.00 -0.38 0.33
H -1.7853 -0.2026 -0.9588 2.07 -0.70 0.03 0.26
H -0.2403 -0.7776 -1.8516 -0.55 0.58 0.87 0.25
```
Positions in Å, forces in eV/Å.

Calculated values
strongest force on any atom	4.06	eV Å⁻¹
relative energy (zero: lowest compared OMol25 entry of this formula, charge and spin)	42.43	kcal per mole
M	83.09	g/mol
DFT total energy	-7764.6867	eV
HOMO-LUMO gap	10.956	eV

***

Record 5
C4H30N2O12 | ωB97M-V/def2-TZVPD

Structure (XYZ):
```
48
Properties=species:S:1:pos:R:3:forces:R:3:mulliken_charge:R:1
C 1.4668 -1.2066 2.4230 -0.13 -1.40 -0.15 -1.44
C 0.6842 -0.5266 1.3601 -1.26 1.56 0.08 0.76
C -0.1373 0.5946 1.5200 0.46 -1.15 -2.45 -0.81
N -0.6443 0.8560 0.2275 0.47 -0.46 0.83 0.82
C -0.1337 -0.0968 -0.6254 -0.30 1.05 0.58 -1.76
N 0.6716 -0.9281 0.0395 -0.20 -0.01 -0.14 0.78
H 2.0308 -2.0810 2.0257 -0.29 0.65 0.24 0.30
H 2.1462 -0.5291 2.8834 0.75 0.52 0.32 0.45
H 0.8371 -1.5970 3.2359 -0.02 0.07 -0.27 0.35
H -0.3374 1.2527 2.3435 -0.05 -0.05 0.07 0.41
H -1.3532 1.6128 0.0335 0.98 -0.86 -0.18 0.32
H -0.3878 -0.1066 -1.7094 0.32 -0.10 1.19 0.21
H 2.3289 -2.1889 -0.0887 0.23 -0.21 -0.34 0.32
H 3.7987 -2.0094 -0.4921 -0.65 -0.83 0.03 0.34
O 3.0954 -2.6991 -0.4380 0.53 1.11 0.41 -0.80
H 1.3143 2.8567 -1.6263 0.19 0.35 0.01 0.37
H 1.2665 4.3967 -1.8392 1.21 1.53 -0.21 0.28
O 0.7303 3.6499 -1.7274 -1.27 -1.81 0.15 -0.67
H 1.9640 0.2199 -4.1504 1.58 -0.67 2.83 0.33
H 2.1895 -0.9373 -3.0723 -0.16 -0.11 0.06 0.42
O 2.4578 -0.0090 -3.2579 -1.36 0.88 -3.07 -0.71
H -2.8403 0.1720 -2.6635 -2.13 2.80 -0.32 0.27
H -2.7483 -1.1602 -1.9116 -0.21 0.36 -0.17 0.36
O -2.3313 -0.5692 -2.5615 2.06 -2.95 -0.04 -0.61
H -4.0469 0.5932 1.3401 0.77 -0.24 0.00 0.26
H -2.8101 0.0124 2.0442 0.76 -0.82 2.48 0.42
O -3.1087 0.3420 1.2235 -2.02 1.29 -2.27 -0.65
H -2.1208 -2.7566 1.1911 0.66 -0.28 0.64 0.54
H -0.6462 -2.6795 1.5219 1.72 0.46 -0.72 0.28
O -1.4545 -2.9149 1.9205 -2.28 -0.62 0.19 -0.86
H -1.4725 -0.5934 3.9161 -0.44 -0.15 -0.22 0.28
H -1.9880 -1.7292 2.9561 -0.08 0.89 0.60 0.49
O -2.2690 -0.8844 3.4425 0.54 -0.67 -0.07 -0.80
H 2.1349 3.2127 1.4498 4.14 -0.07 -0.64 0.31
H 0.8576 2.9678 0.7357 -0.03 0.08 -0.28 0.32
O 1.2460 3.2293 1.5720 -4.04 0.21 0.87 -0.62
H 2.2435 -2.7716 -2.0305 0.75 -0.41 0.92 0.42
H 0.7961 -2.2811 -2.0704 0.53 -0.13 -0.21 0.27
O 1.5784 -2.4469 -2.6265 -1.42 0.38 -0.96 -0.83
H 2.5860 1.0818 -2.0108 -0.34 0.78 1.13 0.45
H 1.9290 1.0716 -0.6221 -0.32 -0.52 0.56 0.34
O 2.4338 1.6578 -1.1752 0.64 -0.34 -1.54 -0.82
H -2.0642 3.9492 -0.2835 0.07 0.39 0.06 0.28
H -0.9166 3.4372 -1.2215 0.70 0.53 -0.20 0.35
O -1.7318 3.1998 -0.7701 -1.01 -0.82 0.22 -0.67
H -1.7225 -1.7659 -0.4808 -0.31 0.11 0.21 0.35
H -2.8649 -1.0491 0.2718 -0.15 1.04 0.43 0.58
O -2.6572 -1.8488 -0.2222 0.37 -1.35 -0.72 -0.98
```
Positions in Å, forces in eV/Å.

Calculated values
strongest force on any atom	4.19	eV Å⁻¹
relative energy (zero: lowest compared OMol25 entry of this formula, charge and spin)	32.90	kcal per mole
M	298.29	g/mol
DFT total energy	-32186.8343	eV
HOMO-LUMO gap	9.266	eV

***

Record 6
C22H48N3O10P3S2 | ωB97M-V/def2-TZVPD

Structure (XYZ):
```
88
Properties=species:S:1:pos:R:3:forces:R:3:mulliken_charge:R:1
C -4.9529 0.2051 -1.9016 -0.19 0.05 0.08 -1.06
C -4.8059 0.2485 -0.3708 -0.34 0.03 -0.13 -0.44
C -4.1065 1.4902 0.1692 -0.08 0.08 0.23 -0.86
O -2.8430 1.1061 0.6744 0.21 -0.04 -0.39 -0.22
C -2.0528 2.1830 1.0651 0.02 0.18 0.18 -2.46
C -0.6080 1.7604 1.4511 -0.03 -0.03 0.09 1.94
P -0.7747 0.1372 2.3864 -0.31 -0.44 -0.25 0.72
O -1.9447 0.5025 3.4313 0.07 0.30 0.02 -0.58
O 0.4783 0.0213 3.3741 0.05 -0.12 -0.15 -0.61
S -1.1046 -1.4858 1.4211 0.08 0.21 0.13 -0.36
C -0.1681 2.8789 2.4505 -0.11 -0.06 -0.05 -0.98
P -0.1487 4.6264 1.7116 0.17 0.12 -0.54 0.21
C -1.8488 5.2528 2.0378 0.11 -0.21 0.32 -1.19
C 0.7736 5.4981 3.0294 -0.08 -0.10 0.18 -1.31
O 1.0652 2.6427 3.1364 0.01 0.01 -0.12 -0.48
S 2.4285 2.6725 2.2335 0.27 -0.19 0.36 0.68
O 3.4632 2.4751 3.2161 -0.22 0.01 -0.19 -0.75
O 2.2567 1.2344 1.4966 -0.17 0.34 -0.02 0.06
C 1.7059 1.2691 0.1543 0.18 -0.15 -0.60 2.96
C 1.8861 -0.1350 -0.4295 0.17 -0.27 0.25 0.17
C 3.1923 -0.8569 -0.0438 0.00 -0.10 0.11 -1.80
C 2.9619 -1.9536 1.0206 0.25 0.06 -0.24 -0.38
C 3.0249 -3.3602 0.4157 -0.08 0.07 0.14 -0.97
N 2.0896 -4.2795 1.0908 0.59 0.21 -0.10 0.44
C 2.5251 -4.5705 2.4728 -0.40 0.00 0.01 -1.14
C 2.0032 -5.5095 0.3634 -0.72 0.31 0.46 0.61
C 0.6305 -6.1182 0.2976 -0.07 -0.04 0.45 -1.24
O 2.9509 -6.0151 -0.1581 0.71 -0.33 -0.65 -0.54
P 2.6813 2.6004 -0.8505 -0.12 0.04 0.48 -0.22
N 2.3255 2.0647 -2.4551 -0.11 0.08 -0.11 -0.55
O 4.2132 2.0417 -0.7113 0.09 0.23 -0.35 -0.54
C 0.2128 1.7303 0.1085 0.09 -0.21 0.35 -3.35
O -0.4496 0.9289 -0.8291 0.04 0.07 -0.11 0.64
C -1.0592 1.5267 -1.9550 -0.04 -0.28 0.02 0.55
C -0.7499 0.6853 -3.1829 0.04 0.25 0.15 -1.10
N -1.5237 -0.5500 -3.1993 0.15 0.05 -0.66 0.15
C -0.9140 -1.6178 -4.0012 -0.12 -0.06 0.15 -1.22
C -0.3275 -2.7768 -3.1819 0.18 -0.14 0.06 0.44
C -1.0202 -3.0063 -1.8568 0.04 -0.14 -0.05 -0.29
O 1.0657 -2.5796 -2.8944 -0.05 0.24 0.10 -0.48
H -4.7744 -0.7945 -2.2969 0.10 0.03 -0.01 0.24
H -5.9672 0.4826 -2.1963 0.05 0.05 -0.03 0.36
H -4.2807 0.9129 -2.3909 0.10 -0.14 -0.03 0.26
H -4.2693 -0.6283 -0.0087 0.11 0.10 0.04 0.23
H -5.8070 0.2059 0.0635 0.06 -0.11 0.06 0.47
H -3.9848 2.2521 -0.6166 0.05 -0.04 -0.01 0.44
H -4.6874 1.9666 0.9721 0.02 -0.05 0.02 0.36
H -1.9852 2.9362 0.2625 -0.02 -0.03 -0.03 0.41
H -2.5153 2.6809 1.9289 -0.06 -0.03 -0.03 0.81
H -1.6254 1.1052 4.1173 -0.06 -0.17 0.11 0.39
H 0.9920 -0.7553 3.1003 0.09 0.14 0.15 0.37
H -0.9118 2.8766 3.2532 0.09 0.12 0.05 1.24
H -2.2895 4.8621 2.9592 -0.01 0.01 -0.02 0.33
H -1.7578 6.3341 2.1466 -0.10 0.01 -0.15 0.49
H -2.4952 5.0179 1.1958 -0.10 0.11 0.04 0.25
H 0.5200 6.5556 2.9425 0.09 0.01 0.02 0.47
H 1.8435 5.3802 2.8652 0.00 0.07 0.05 0.35
H 0.5321 5.1463 4.0343 -0.02 0.06 -0.02 0.37
H 1.7967 -0.0689 -1.5079 -0.02 0.08 -0.05 -0.08
H 1.0571 -0.7656 -0.1103 -0.10 0.08 -0.07 0.02
H 3.9582 -0.1727 0.3122 -0.08 0.14 -0.01 0.66
H 3.5960 -1.3283 -0.9457 0.02 0.01 0.03 0.71
H 1.9691 -1.8249 1.4583 0.04 -0.01 0.08 0.03
H 3.7179 -1.8449 1.8012 -0.15 -0.03 0.12 0.55
H 2.7207 -3.3049 -0.6314 -0.04 -0.07 0.02 0.47
H 4.0536 -3.7391 0.4476 0.01 -0.01 -0.10 0.01
H 3.0940 -3.7275 2.8577 -0.08 0.05 0.00 0.36
H 1.6577 -4.7155 3.1194 0.04 -0.08 0.02 0.25
H 3.1687 -5.4545 2.5230 0.06 0.02 0.00 0.41
H 0.6710 -7.1176 0.7338 -0.05 -0.07 -0.19 0.36
H -0.0825 -5.5139 0.8532 -0.07 0.01 -0.09 0.28
H 0.3361 -6.1899 -0.7491 -0.03 -0.07 0.03 0.30
H 3.1212 2.2025 -3.0695 0.00 0.05 0.00 0.27
H 1.5706 2.6260 -2.8374 0.02 -0.05 -0.09 0.20
H 4.4831 1.4724 -1.4421 0.01 -0.30 0.22 0.29
H 0.2055 2.7806 -0.2293 -0.06 0.00 0.02 1.03
H -2.1421 1.5367 -1.7881 0.01 0.18 -0.08 -0.95
H -0.7059 2.5541 -2.1136 0.00 0.02 0.13 0.42
H -0.9195 1.3117 -4.0746 -0.04 -0.08 -0.04 0.31
H 0.3158 0.4527 -3.1607 -0.04 -0.08 0.04 0.29
H -2.4208 -0.3469 -3.6206 -0.10 0.02 0.26 0.24
H -1.6620 -2.0301 -4.6840 -0.06 -0.01 0.10 0.43
H -0.1189 -1.2126 -4.6440 -0.02 -0.05 -0.06 0.40
H -0.4254 -3.6958 -3.7761 0.09 0.09 -0.12 0.33
H -1.0714 -2.0916 -1.2717 0.00 0.00 -0.04 -0.49
H -0.4626 -3.7609 -1.2986 -0.03 0.03 0.01 -0.19
H -2.0310 -3.3873 -2.0223 -0.02 0.09 0.03 0.51
H 1.4813 -2.1477 -3.6482 -0.02 -0.12 0.00 0.30
```
Positions in Å, forces in eV/Å.

Calculated values
strongest force on any atom	1.02	eV Å⁻¹
M	671.69	g/mol
DFT total energy	-98074.8127	eV
HOMO-LUMO gap	8.664	eV

***

The lowest strongest force on any atom belongs to which entry? C22H48N3O10P3S2